(1)
Entry from OMol25: a structure of composition C42H77LiN3O9PS2Si2 at a distorted geometry (ωB97M-V/def2-TZVPD).

**Frontier orbital gap**: 0.039 Ha
**Total charge**: 0

Atoms and positions in Å:
C: 6.7914 -0.0600 1.0439
Si: 6.3876 1.1350 -0.3384
C: 7.9024 1.2012 -1.4771
C: 4.9928 0.4006 -1.3709
O: 6.1399 2.7138 0.1625
C: 4.7818 3.0585 0.4532
C: 4.2617 4.1128 -0.5348
P: 2.6576 3.6463 -1.3245
C: 3.0262 3.3899 -3.1659
C: 2.5194 1.9952 -3.5867
C: 3.3919 1.2907 -4.6366
O: 4.7381 1.7599 -4.6326
C: 1.5719 5.1660 -1.1686
C: 0.2558 4.8779 -0.4112
C: -1.0323 5.1650 -1.1891
C: -2.2576 4.5518 -0.4583
C: -3.3480 4.0153 -1.3798
C: -4.3204 3.0842 -0.6535
C: -3.7604 1.6951 -0.3512
C: -3.6824 0.6781 -1.5268
Si: -2.0151 0.4202 -2.4033
C: -2.4103 0.3432 -4.2635
C: -0.7952 1.8462 -2.1766
C: -1.0909 -1.1286 -1.8284
C: -0.8694 -1.3940 -0.4857
C: -0.1541 -2.5115 -0.1398
C: 0.3395 -3.3463 -1.0950
C: 0.1186 -3.1067 -2.4252
C: -0.5954 -1.9858 -2.7774
H: 6.4158 -1.0428 0.7465
H: 6.3336 0.2225 1.9940
H: 7.8627 -0.1696 1.2197
H: 8.4183 0.2430 -1.5423
H: 7.5807 1.5126 -2.4774
H: 8.5779 1.9852 -1.1229
H: 5.3166 -0.6031 -1.6580
H: 4.7407 0.9864 -2.2540
H: 4.1028 0.2873 -0.7420
H: 4.1166 2.1948 0.5490
H: 4.8012 3.5411 1.4326
H: 4.9961 4.3632 -1.3035
H: 4.0850 5.0426 0.0109
H: 2.4884 4.1626 -3.7176
H: 4.1045 3.5034 -3.2579
H: 1.5376 2.1353 -4.0454
H: 2.3885 1.3475 -2.7206
H: 3.4101 0.2239 -4.3713
H: 2.9622 1.3204 -5.6458
H: 5.2759 1.0509 -4.9968
H: 2.1179 5.9209 -0.6000
H: 1.3516 5.6018 -2.1506
H: 0.2525 5.5459 0.4550
H: 0.2276 3.8634 -0.0091
H: -0.9376 4.8756 -2.2420
H: -1.1463 6.2702 -1.1801
H: -2.6637 5.3546 0.1655
H: -1.8817 3.7822 0.2141
H: -3.9193 4.9093 -1.6939
H: -2.9506 3.6031 -2.3120
H: -5.2639 3.0232 -1.2036
H: -4.5245 3.5542 0.3138
H: -4.4562 1.2537 0.3592
H: -2.8192 1.7578 0.1888
H: -4.4339 0.9456 -2.2799
H: -3.9782 -0.2912 -1.1141
H: -1.5089 0.1799 -4.8537
H: -2.8692 1.3033 -4.5112
H: -3.1341 -0.4567 -4.4375
H: -0.9707 2.5952 -2.9497
H: -0.9251 2.2495 -1.1705
H: 0.2322 1.4961 -2.2220
H: -1.2626 -0.6768 0.2321
H: 0.0444 -2.7000 0.9094
H: 0.9186 -4.2117 -0.7928
H: 0.5307 -3.7715 -3.1744
H: -0.7617 -1.7629 -3.8266
C: 2.7384 5.7515 3.2418
O: 3.3954 5.7101 2.2087
N: 2.9316 4.9723 4.3112
C: 2.1022 5.0789 5.5004
C: 4.0026 3.9853 4.2834
H: 1.9014 6.4577 3.3705
H: 2.7270 5.3291 6.3602
H: 1.6011 4.1287 5.6857
H: 1.3488 5.8523 5.3713
H: 4.9597 4.4847 4.1280
H: 3.8411 3.2891 3.4609
H: 4.0259 3.4369 5.2207
C: -3.7216 -3.6500 -2.7130
N: -3.9606 -4.9321 -2.0520
C: -5.2284 -5.4478 -2.0073
C: -5.4762 -6.6509 -1.4326
C: -4.4163 -7.4162 -0.8656
C: -3.1158 -6.8331 -0.9146
C: -2.9204 -5.6226 -1.4952
C: -4.6255 -8.7071 -0.2995
C: -3.8756 -9.8400 -0.7395
C: -4.0493 -11.0532 -0.1610
N: -4.9426 -11.2270 0.8637
C: -5.6989 -10.1666 1.2987
C: -5.5655 -8.9366 0.7472
C: -5.0915 -12.5252 1.5166
H: -4.3455 -2.8907 -2.2401
H: -3.9714 -3.7534 -3.7705
H: -2.6748 -3.3868 -2.6056
H: -6.0106 -4.8562 -2.4610
H: -6.4898 -7.0283 -1.4349
H: -2.2664 -7.3447 -0.4835
H: -1.9433 -5.1618 -1.5421
H: -3.1605 -9.7475 -1.5453
H: -3.4908 -11.9210 -0.4797
H: -6.3887 -10.3623 2.1070
H: -6.1678 -8.1266 1.1356
H: -6.1326 -12.8408 1.4477
H: -4.7930 -12.4291 2.5613
H: -4.4563 -13.2544 1.0234
C: -0.8224 2.2765 3.3845
S: -1.5558 0.6856 3.0176
O: -2.8512 0.9393 2.3134
C: -1.9488 0.2351 4.7095
H: -0.5397 2.7457 2.4434
H: -1.5379 2.9130 3.9053
H: 0.0667 2.1343 3.9973
H: -2.6075 0.9868 5.1445
H: -1.0271 0.1586 5.2854
H: -2.4514 -0.7305 4.6959
O: 6.2984 -2.3245 3.3192
S: 5.9049 -1.5893 4.5318
O: 5.1368 -0.3944 4.1428
O: 7.0936 -1.1744 5.2896
O: 5.0872 -2.4726 5.3783
C: -1.9313 5.4714 4.4253
O: -0.6511 5.3994 4.7847
H: -2.4596 6.4367 4.6273
H: -2.1470 5.3103 3.3251
H: -2.6251 4.7172 4.8917
Li: -3.3550 6.3758 -2.2844

***

(2)
Entry from OMol25: a cluster of 2 separate species, C3H3O2S2 in total at a distorted geometry (ωB97M-V/def2-TZVPD).

**Frontier orbital gap**: 0.241 Ha
**Total charge**: -1

Atoms and positions in Å:
C: 0.8090 1.2834 -0.0656
C: -1.8519 -0.6702 -0.1286
C: 1.3972 -0.0754 0.1303
O: 1.2370 2.2984 -0.4662
O: -1.1822 -1.4836 -0.7379
S: -3.4720 -0.8032 0.1401
S: -1.5749 0.8584 0.6059
H: 1.4723 -0.3094 1.1721
H: 0.6996 -0.7684 -0.3293
H: 2.4659 -0.3297 -0.3208

***

(3)
Entry from OMol25: a structure of composition C18H41OP3ReS at a distorted geometry (ωB97M-V/def2-TZVPD).

**Frontier orbital gap (spin up / spin down)**: 0.173 / 0.205 Ha
**Total charge**: +4
**2S+1**: 4

Atoms and positions in Å:
Re: -0.2279 -0.3716 0.0202
P: -1.9116 -1.8308 0.6015
P: 1.4336 -1.7337 0.8081
P: 0.1621 -0.9538 -2.0983
H: -0.9554 3.7428 -1.8222
C: -1.2405 2.7609 -2.1957
C: -2.0239 1.9267 -1.2997
H: -2.9598 2.4147 -0.9707
C: -2.6947 -1.5281 2.2420
C: -1.6115 -3.6369 0.7569
C: -3.3895 -1.8050 -0.4735
C: 3.0687 -0.8951 0.8824
C: 1.3239 -2.3003 2.5699
C: 1.9103 -3.3479 0.0442
C: -0.6024 -0.0751 -3.5119
C: -0.2501 -2.6778 -2.6261
C: 1.9264 -0.8079 -2.6394
H: -1.4899 2.7063 -3.2515
H: -2.2235 0.9065 -1.6547
H: -2.9710 -0.4703 2.3522
H: -2.0281 -1.8262 3.0642
H: -3.6138 -2.1287 2.3147
H: -0.9867 -3.8624 1.6295
H: -1.1337 -4.0359 -0.1442
H: -2.5821 -4.1357 0.8862
H: -3.8604 -0.8151 -0.4295
H: -4.1060 -2.5585 -0.1176
H: -3.1209 -2.0266 -1.5127
H: 3.8454 -1.6134 1.1867
H: 3.0307 -0.0751 1.6138
H: 3.3328 -0.4812 -0.0984
H: 2.0601 -3.1004 2.7379
H: 0.3280 -2.6946 2.8119
H: 1.5512 -1.4668 3.2491
H: 2.6465 -3.8339 0.7033
H: 2.3680 -3.2019 -0.9413
H: 1.0440 -4.0139 -0.0518
H: -0.0692 -0.3418 -4.4317
H: -0.5343 1.0040 -3.3551
H: -1.6582 -0.3497 -3.6052
H: -0.0808 -2.7396 -3.7096
H: -1.3037 -2.8998 -2.4167
H: 0.3844 -3.4104 -2.1165
H: 1.9355 -0.6030 -3.7172
H: 2.4877 -1.7272 -2.4402
H: 2.4131 0.0311 -2.1288
C: 0.0177 3.3869 0.3000
C: 1.2433 3.4344 -0.3726
C: 2.1019 4.5095 -0.1436
C: 1.7085 5.5541 0.6986
C: 0.4658 5.5148 1.3454
C: -0.3928 4.4430 1.1409
S: -1.0394 1.9842 0.2392
H: 0.8110 0.9667 -0.2579
H: 1.5078 2.6238 -1.0503
H: 3.0806 4.5181 -0.6293
H: 2.3772 6.3950 0.8606
H: 0.1662 6.3059 2.0294
H: -1.3661 4.3731 1.6361
C: 0.5354 1.4355 2.9564
O: -0.1370 0.3468 2.2762
H: -0.1492 2.2897 3.0696
H: 1.4194 1.7298 2.3716
H: 0.8606 1.0730 3.9466
H: -0.8333 -0.0009 2.8689

***

(4)
Entry from OMol25: a cluster of 2 separate species, C2H11N2O in total at a distorted geometry (ωB97M-V/def2-TZVPD).

**Frontier orbital gap**: 0.416 Ha
**Total charge**: +1

Atoms and positions in Å:
C: -0.1634 -2.4154 0.8046
N: -0.8238 -1.0053 1.1554
H: -0.5410 -2.7777 -0.2215
H: 0.9290 -2.3520 1.0903
H: -0.6866 -3.1540 1.5082
H: -0.2669 -0.5489 1.8845
H: -1.7978 -1.2674 1.5137
H: -0.7151 -0.2933 0.3742
N: -0.2569 0.4560 -1.4037
C: 0.5326 1.5935 -1.0754
O: 0.8720 1.4527 0.4296
H: -1.0613 0.9710 -1.8484
H: -0.0592 -0.0310 -2.2172
H: 1.4659 1.6256 -1.6594
H: -0.1036 2.5776 -1.2187
H: 1.2104 2.4046 0.7195

***

(5)
Entry from OMol25: a structure of composition C21H21N5O4S4SbW at a distorted geometry (ωB97M-V/def2-TZVPD).

**Frontier orbital gap (spin up / spin down)**: 0.228 / 0.219 Ha
**Total charge**: 0
**2S+1**: 2

Atoms and positions in Å:
W: -0.3497 -1.3273 1.2863
O: -2.3023 -2.5137 4.5547
C: -2.0347 -2.2893 3.4019
O: -1.0221 -2.7187 2.7030
C: -2.9966 -1.4513 2.5607
C: -4.1731 -0.9248 3.1173
C: -5.0322 -0.2645 2.2906
C: -4.7700 -0.2033 0.9009
C: -5.6836 0.3553 -0.0232
C: -5.4266 0.2984 -1.3628
C: -4.2579 -0.3339 -1.8384
C: -3.3437 -0.8580 -0.9705
C: -3.5696 -0.7690 0.4180
N: -2.6645 -1.3138 1.2936
H: -4.3457 -1.0638 4.1742
H: -5.9418 0.1838 2.6728
H: -6.5961 0.8026 0.3509
H: -6.1326 0.7139 -2.0695
H: -4.0885 -0.4145 -2.9042
H: -2.4698 -1.3847 -1.3288
S: 3.5494 -4.0304 -0.8513
Sb: 2.2424 -3.4946 0.8804
S: 2.0196 -1.0371 0.7752
S: -0.2940 -2.9173 -0.2317
C: 0.0579 2.9477 -0.1644
C: -0.0144 1.6398 0.5431
N: -0.3901 0.5147 0.0014
O: -0.7912 0.6302 -1.2855
C: 0.4508 1.4484 1.9122
C: 1.4643 2.2675 2.6202
N: -0.1206 0.3781 2.3613
O: 0.3714 -0.6235 3.0906
H: -0.3073 2.8695 -1.1821
H: 1.0945 3.2937 -0.1788
H: -0.5255 3.6978 0.3721
H: -0.4994 -0.1961 -1.7493
H: 1.1574 3.3138 2.6692
H: 2.4150 2.2142 2.0856
H: 1.6112 1.8842 3.6268
N: 2.2336 -2.2419 -2.4160
C: 1.5525 -1.1875 -2.8525
S: -0.0156 -1.3243 -3.5058
N: 2.0967 0.0417 -2.7408
C: 3.3248 0.4181 -2.1347
C: 3.3187 1.4901 -1.2506
C: 4.4982 1.9048 -0.6576
C: 5.6862 1.2403 -0.9304
C: 5.6887 0.1741 -1.8156
C: 4.5142 -0.2318 -2.4329
H: 1.7161 -3.1038 -2.3678
H: 3.0141 -2.1593 -1.7675
H: 1.4735 0.7786 -3.0298
H: 2.3796 1.9791 -1.0190
H: 4.4878 2.7374 0.0338
H: 6.6055 1.5517 -0.4530
H: 6.6108 -0.3466 -2.0360
H: 4.5241 -1.0444 -3.1465

***

(6)
Entry from OMol25: a structure of composition C66H48N5O3S4V at a distorted geometry (ωB97M-V/def2-TZVPD).

**Frontier orbital gap (spin up / spin down)**: 0.211 / 0.271 Ha
**Total charge**: +1
**2S+1**: 4

Atoms and positions in Å:
V: 2.6738 0.4537 -0.8306
O: 5.7278 -0.0050 -3.4991
C: 4.8701 -0.0599 -2.6204
N: 4.1004 0.9174 -2.1296
C: 3.9238 2.0833 -2.9504
C: 2.5156 2.0212 -3.5175
C: 2.1165 2.8234 -4.5815
C: 0.8336 2.7026 -5.0820
C: -0.0264 1.7724 -4.5103
C: 0.4397 1.0193 -3.4498
N: 1.6734 1.1440 -2.9484
C: 4.4854 -1.4157 -2.0470
C: 5.2080 -2.5546 -2.3479
C: 4.7411 -3.7792 -1.8959
C: 3.5562 -3.8270 -1.1753
C: 2.8874 -2.6449 -0.9117
N: 3.3474 -1.4595 -1.3293
H: 4.6490 2.1268 -3.7650
H: 4.0256 3.0057 -2.3670
H: 2.8223 3.5211 -5.0148
H: 0.5105 3.3131 -5.9164
H: -1.0314 1.6257 -4.8823
H: -0.1972 0.2854 -2.9683
H: 6.1061 -2.4484 -2.9411
H: 5.2864 -4.6883 -2.1147
H: 3.1450 -4.7639 -0.8244
H: 1.9544 -2.6303 -0.3626
S: -0.6480 6.7444 0.0560
C: -1.7973 7.0390 -1.1719
C: -1.7504 6.0860 -2.1417
C: -0.7637 5.0985 -1.8841
C: -0.0760 5.3187 -0.7210
C: 0.9688 4.4856 -0.1163
C: 1.2554 3.2306 -0.6820
N: 2.1515 2.3882 -0.2062
C: 2.8335 2.7495 0.9114
C: 2.6353 3.9782 1.5466
C: 3.4116 4.2931 2.7131
C: 4.3184 3.4213 3.2000
C: 4.5296 2.1451 2.5748
C: 5.4407 1.1973 3.0612
C: 5.5823 -0.0170 2.4231
C: 4.7737 -0.2502 1.2936
N: 3.9080 0.6181 0.8137
C: 3.7814 1.8145 1.4417
C: 6.5260 -1.0415 2.8836
C: 7.5367 -0.9043 3.7948
C: 8.2631 -2.1038 4.0056
C: 7.7924 -3.1337 3.2516
S: 6.4699 -2.6580 2.2848
C: 1.6776 4.8495 1.0079
H: -2.4359 7.9074 -1.1186
H: -2.3872 6.0922 -3.0153
H: -0.5723 4.2676 -2.5512
H: 0.7208 2.9014 -1.5614
H: 3.2582 5.2534 3.1912
H: 4.9059 3.6699 4.0760
H: 6.0200 1.4277 3.9472
H: 4.8477 -1.1880 0.7570
H: 7.7741 0.0275 4.2911
H: 9.1006 -2.1934 4.6829
H: 8.1545 -4.1501 3.2103
H: 1.5092 5.8087 1.4860
C: -5.5009 -7.0928 -3.0307
C: -4.5868 -5.9174 -2.8181
C: -3.9853 -5.6908 -1.5796
C: -3.1316 -4.6190 -1.3844
C: -2.8790 -3.7587 -2.4422
C: -3.4453 -3.9718 -3.6889
C: -4.3038 -5.0464 -3.8674
S: -1.7717 -2.3772 -2.2113
O: -0.7218 -2.8008 -1.2500
C: -2.9687 -1.2630 -1.4204
C: -3.7558 -0.5671 -2.3715
C: -4.6834 0.3422 -1.9705
C: -4.8647 0.6246 -0.5933
C: -5.7930 1.6013 -0.1600
C: -5.9338 1.8864 1.1676
C: -5.1507 1.2040 2.1225
C: -4.2504 0.2535 1.7330
C: -4.0813 -0.0646 0.3616
C: -3.1107 -1.0291 -0.0744
C: -2.3170 -1.7322 0.9811
C: -2.9116 -2.8004 1.7137
C: -4.2340 -3.2449 1.4513
C: -4.7710 -4.2823 2.1572
C: -4.0182 -4.9322 3.1609
C: -2.7446 -4.5269 3.4329
C: -2.1584 -3.4516 2.7199
C: -0.8361 -3.0243 2.9887
C: -0.2785 -1.9959 2.2912
C: -1.0385 -1.3494 1.2985
S: -0.2216 -0.0801 0.3335
O: 1.2437 -0.2874 0.6723
C: -0.7572 1.3670 1.2228
C: -0.2984 1.6358 2.5049
C: -0.7692 2.7601 3.1603
C: -1.6953 3.6147 2.5561
C: -2.1959 4.8318 3.2839
C: -2.1228 3.3331 1.2622
C: -1.6476 2.2182 0.5871
H: -5.7457 -7.5806 -2.0882
H: -5.0303 -7.8336 -3.6800
H: -6.4314 -6.7841 -3.5086
H: -4.1873 -6.3684 -0.7578
H: -2.6475 -4.4584 -0.4285
H: -3.2123 -3.3108 -4.5166
H: -4.7509 -5.2188 -4.8399
H: -3.6142 -0.7767 -3.4277
H: -5.2895 0.8683 -2.6997
H: -6.3895 2.1187 -0.9030
H: -6.6471 2.6336 1.4920
H: -5.2654 1.4372 3.1737
H: -3.6508 -0.2568 2.4760
H: -4.8137 -2.7558 0.6780
H: -5.7813 -4.6122 1.9483
H: -4.4577 -5.7533 3.7127
H: -2.1598 -5.0223 4.1994
H: -0.2667 -3.5358 3.7561
H: 0.7426 -1.6797 2.4663
H: 0.4149 0.9697 2.9786
H: -0.4243 2.9757 4.1659
H: -2.2293 4.6633 4.3606
H: -3.1939 5.1104 2.9450
H: -1.5391 5.6863 3.1012
H: -2.8288 3.9957 0.7715
H: -1.9709 2.0099 -0.4287

***

Across the entries above, molar mass takes the values 926.3; 135.2; 584.7; 79.1; 841.3; 1138.4 u, respectively.